# C34H29As2N5OS5Ti

C34H29As2N5OS5Ti as an isolated structure (ωB97M-V/def2-TZVPD, the Open Molecules 2025 dataset).

The geometry in XYZ format:
```
77
Properties=species:S:1:pos:R:3:forces:R:3:mulliken_charge:R:1
Ti 1.089183 -0.155794 1.260232 2.0 -0.4 1.2 0.3866
S 0.992462 0.147477 3.655099 0.1 0.1 -0.5 -0.3080
S 3.031371 0.000568 3.940665 0.1 0.1 0.0 -0.0843
S 3.743817 1.457503 2.693241 0.0 0.0 0.0 -0.0067
S 3.375784 0.673058 0.802021 0.1 -0.1 0.1 -0.2051
C 1.022816 2.730225 -1.004921 -0.1 0.0 -0.1 -1.7600
C 0.227165 1.774123 -1.893130 0.1 0.0 -0.1 -0.7988
As 0.789872 -0.097072 -1.618934 -1.0 0.1 0.0 0.7767
C 0.969654 -0.775303 -3.429406 0.7 0.0 0.0 0.3760
C 1.840355 -1.835593 -3.649429 0.1 0.0 -0.1 -0.2063
C 1.876609 -2.452063 -4.894089 0.0 0.0 0.0 -0.6723
C 1.053450 -2.001025 -5.914862 0.0 0.0 0.0 -0.4842
C 0.190211 -0.934956 -5.690949 0.0 0.0 0.0 -0.7899
C 0.141757 -0.321783 -4.447309 0.0 -0.1 -0.1 -0.4826
C -0.900726 -1.104578 -1.488007 0.0 0.1 0.1 1.0456
C -2.177934 -0.574729 -1.615359 0.0 0.0 0.1 -0.2308
C -3.288823 -1.401626 -1.497380 0.0 0.0 0.0 -0.7124
C -3.132485 -2.760211 -1.250978 0.0 0.1 0.0 -0.6534
C -1.856234 -3.293566 -1.135961 0.0 0.0 0.0 -0.5990
C -0.746282 -2.466999 -1.256795 -0.1 -0.1 0.0 -0.9132
As 0.781462 2.521193 0.934655 -0.2 0.0 -0.7 1.2141
C -1.039894 3.133735 1.166863 0.0 0.0 0.2 0.3057
C -1.752466 3.810969 0.184603 0.0 0.1 0.1 -0.3452
C -3.058246 4.218261 0.428022 0.0 0.0 0.0 -0.7790
C -3.651968 3.961525 1.655880 0.0 0.0 0.0 -0.5357
C -2.940991 3.294535 2.643366 0.0 0.0 0.0 -0.7350
C -1.643362 2.871894 2.395614 -0.1 0.0 0.0 -0.3932
C 1.787041 4.075341 1.479897 0.1 -0.1 0.1 0.5413
C 1.235192 5.009091 2.346590 0.1 0.1 0.0 -0.3390
C 1.974831 6.123684 2.720394 0.0 0.0 0.0 -0.6887
C 3.261141 6.305493 2.234814 0.0 0.0 0.0 -0.5109
C 3.813354 5.368642 1.371726 0.0 0.0 0.0 -0.8517
C 3.081709 4.251487 0.997451 0.0 0.1 0.0 -0.3127
H 0.810656 3.768889 -1.258657 0.0 0.0 0.0 0.6913
H 2.090707 2.570751 -1.152626 0.1 0.0 0.0 0.6085
H 0.433145 2.011145 -2.936913 -0.1 0.0 -0.1 0.6707
H -0.846692 1.865277 -1.736682 0.0 0.0 0.1 0.1729
H 2.490084 -2.183599 -2.854559 0.0 0.0 0.0 0.4545
H 2.548922 -3.283548 -5.062178 0.0 0.0 0.0 0.4175
H 1.082342 -2.478879 -6.885471 0.0 0.0 0.0 0.3764
H -0.455004 -0.581519 -6.485197 0.0 0.0 0.0 0.3943
H -0.558734 0.487108 -4.280843 0.0 0.0 0.0 0.3149
H -2.332978 0.484075 -1.781922 0.0 0.0 0.0 0.2309
H -4.281002 -0.977329 -1.584938 0.0 0.0 0.0 0.4247
H -4.001367 -3.398134 -1.152414 0.0 0.0 0.0 0.3943
H -1.718652 -4.351532 -0.946360 0.0 0.0 0.0 0.4465
H 0.245567 -2.895343 -1.180625 0.0 0.0 0.0 0.3718
H -1.295668 4.042916 -0.768712 0.0 0.0 0.0 0.3355
H -3.610510 4.739650 -0.343534 0.0 0.0 0.0 0.4170
H -4.671085 4.275263 1.840441 0.0 0.0 0.0 0.3775
H -3.402400 3.088598 3.600488 0.0 0.0 0.0 0.4236
H -1.095360 2.336094 3.163696 0.0 0.0 0.0 0.3892
H 0.231366 4.880557 2.729223 0.0 0.0 0.0 0.3285
H 1.540330 6.850602 3.394431 0.0 0.0 0.0 0.4008
H 3.834508 7.174574 2.530524 0.0 0.0 0.0 0.3780
H 4.818338 5.501782 0.992511 0.0 0.0 0.0 0.4074
H 3.524988 3.518007 0.337322 0.0 0.0 0.0 0.3425
O -0.717625 0.115453 1.000980 -0.9 0.4 -0.7 0.7119
N -0.768365 -1.010110 1.697911 -0.7 0.1 0.3 -0.0216
C -1.918530 -1.241360 2.198604 -0.4 -0.4 0.2 1.1899
C -2.134745 -2.235702 3.210826 -0.1 0.1 -0.4 -0.5726
N -2.520616 -2.909970 4.052732 0.1 -0.3 0.2 -0.4689
C -3.060364 -0.427921 1.838762 0.1 -0.1 0.2 -0.1616
N -3.998929 0.188775 1.604740 0.0 0.0 -0.1 -0.5325
C -0.636031 -6.274832 2.351376 0.0 0.2 0.1 -1.1968
C 0.367097 -5.610259 1.462339 0.0 0.3 0.1 0.9836
C 0.971846 -6.348754 0.457148 -0.1 -0.2 0.1 -0.7046
C 1.855539 -5.689292 -0.360775 0.2 0.1 -0.2 -0.3319
N 2.170077 -4.416780 -0.177162 0.0 0.0 0.0 -0.4158
C 1.580348 -3.784471 0.845968 -0.2 0.0 -0.3 0.4533
S 2.294266 -2.149171 1.003501 0.0 -0.2 0.2 -0.3795
N 0.654968 -4.306120 1.654796 0.2 -0.2 -0.1 -0.3239
H -0.594326 -7.357244 2.236187 0.0 0.0 0.0 0.4002
H -1.640817 -5.941181 2.100968 -0.1 0.1 0.0 0.2502
H -0.463423 -6.010155 3.390036 0.0 0.0 0.1 0.3086
H 0.752668 -7.398957 0.325001 0.0 0.0 0.0 0.3668
H 2.335611 -6.190886 -1.194588 0.0 0.0 0.0 0.4280
```
Forces are in eV/Å.

ΔE to the lowest compared entry with this formula, charge and spin in eV: 0.0000
Energy in Ha: -8973.99374
Multiplicity: 1
LUMO in eV: -1.4
HOMO-LUMO gap in eV: 6.32

=====

# C3H4BrNO3

The molecule C3H4BrNO3 (ωB97M-V/def2-TZVPD, the Open Molecules 2025 dataset).

The geometry in XYZ format:
```
12
Properties=species:S:1:pos:R:3:forces:R:3:mulliken_charge:R:1
C -0.840023 -0.880918 0.395315 -0.1 0.8 -0.2 -0.1470
C 0.759185 0.521849 1.164872 0.8 0.1 0.6 -0.2868
C -0.332983 -0.003438 -0.708345 -2.5 -1.7 0.3 0.7852
N 0.410505 1.035534 -0.163768 -0.4 0.3 -0.3 -0.2696
O 0.148821 -1.323401 -0.509781 0.8 -0.9 -0.6 -0.4500
O -0.295173 -0.343209 1.570070 -0.3 -0.3 0.2 -0.3730
O -1.007851 0.247077 -1.855623 0.2 0.3 -0.6 -0.4914
Br 1.862265 1.520394 -1.248890 0.1 -0.1 0.3 -0.0193
H 1.709962 -0.033866 1.137440 -0.3 0.1 0.0 0.2953
H 0.840584 1.366361 1.853081 -0.1 -0.3 0.1 0.3036
H -1.766152 -1.557463 0.486067 1.5 1.5 0.1 0.3114
H -1.489140 -0.548920 -2.120437 0.2 0.2 0.1 0.3416
```
Forces are in eV/Å.

SMILES: O[C@]12O[C@H]1OCN2Br
ΔE to the lowest compared entry with this formula, charge and spin in eV: 2.5432
Energy in Ha: -2971.11269
Multiplicity: 1
LUMO in eV: 0.2
HOMO-LUMO gap in eV: 9.57

=====

# C4H6N2O

The molecule C4H6N2O (ωB97M-V/def2-TZVPD, the Open Molecules 2025 dataset).

The geometry in XYZ format:
```
13
Properties=species:S:1:pos:R:3:forces:R:3:mulliken_charge:R:1
C 1.401651 -1.368757 -0.434189 0.1 -0.1 0.0 -1.1561
C 0.409936 -0.435827 0.170470 -0.2 0.0 -0.2 0.3988
C 0.445202 0.936886 0.276821 0.0 0.0 -0.1 -0.4344
C -0.915125 1.300102 0.367969 0.0 -0.2 0.0 0.4466
O -1.398438 2.560485 0.304246 -0.1 0.0 0.1 -0.5075
N -1.723463 0.259563 0.419785 0.1 0.3 0.0 -0.9390
N -0.886080 -0.795582 0.303446 0.1 -0.2 -0.1 0.3169
H 1.136730 -1.443498 -1.495725 0.2 -0.1 0.1 0.2585
H 1.380572 -2.376385 -0.011400 0.0 0.1 0.1 0.3448
H 2.416119 -0.970192 -0.374784 -0.1 -0.1 0.1 0.3223
H 1.309222 1.581162 0.210974 -0.2 -0.1 -0.1 0.3641
H -2.306862 2.478135 -0.018500 0.0 0.1 0.2 0.3616
H -1.269466 -1.726094 0.280888 0.1 0.2 -0.1 0.2235
```
Forces are in eV/Å.

SMILES: Cc1cc(O)n[nH]1
ΔE to the lowest compared entry with this formula, charge and spin in eV: 1.0477
Energy in Ha: -340.75641
Multiplicity: 1
LUMO in eV: 0.9
HOMO-LUMO gap in eV: 9.69

=====

# C2H3ClFI

A 3-piece molecular cluster, C2H3ClFI overall (ωB97M-V/def2-TZVPD, the Open Molecules 2025 dataset).

The geometry in XYZ format:
```
8
Properties=species:S:1:pos:R:3:forces:R:3:mulliken_charge:R:1
C 1.499816 -1.013042 -0.304599 -2.6 -1.2 -0.7 -0.6671
C 0.226066 -0.512202 -0.045614 2.2 -4.5 1.2 0.4978
F -0.840122 -1.343197 0.386443 2.1 1.4 -0.9 -0.2059
Cl 0.112586 1.014476 0.545631 0.3 2.2 0.1 -0.0919
I -3.104826 3.174827 0.236502 -0.4 0.7 -0.1 0.0867
H 2.155853 -0.455368 -0.923161 0.6 1.3 0.3 0.2509
H 1.884112 -2.065540 -0.288365 -1.4 0.7 0.1 0.2465
H -1.933485 1.200047 0.393163 -0.8 -0.7 -0.1 -0.1170
```
Forces are in eV/Å.

ΔE to the lowest compared entry with this formula, charge and spin in eV: 2.4756
Energy in Ha: -935.52837
Multiplicity: 3
LUMO (alpha / beta) in eV: 0.3 / -3.4
HOMO-LUMO gap (alpha / beta) in eV: 7.34 / 6.03

=====

# C48H67N3O4Ru

C48H67N3O4Ru as an isolated structure (ωB97M-V/def2-TZVPD, the Open Molecules 2025 dataset).

The geometry in XYZ format:
```
123
Properties=species:S:1:pos:R:3:forces:R:3:mulliken_charge:R:1
Ru 0.733769 -0.316788 -1.513678 -3.5 2.8 -0.3 1.8077
C 1.469091 1.231602 -4.311903 0.2 0.1 0.1 -1.0163
N 0.560952 0.214096 -3.780932 0.5 -0.9 0.9 0.7407
C 0.826046 -1.077552 -4.438348 0.0 -0.2 -0.2 -0.8149
C -0.847222 0.578550 -3.957153 -0.4 0.1 0.1 -0.9454
C -1.257073 1.731478 -3.054873 0.1 -0.1 -0.5 -1.3170
N -0.985100 1.482310 -1.631287 1.0 -1.0 -0.1 1.6994
C -0.296401 2.636395 -1.031836 0.3 0.2 0.3 -1.9264
C -0.024291 2.571268 0.452709 -0.1 -0.8 0.2 0.5570
C 0.041901 3.769899 1.141266 0.0 0.2 0.2 -0.8631
C 0.442428 3.823452 2.467100 0.0 -0.1 0.0 -0.6716
C 0.706201 2.607702 3.101650 -0.1 0.3 -0.1 -0.6542
C 0.660955 1.372124 2.482962 -0.2 -0.4 -0.8 0.7648
C 0.310875 1.344199 1.091538 0.0 1.5 0.9 -0.1281
O 0.299626 0.242267 0.398421 0.6 -2.1 -0.9 -0.3878
C 1.046035 0.153300 3.346300 0.0 0.1 0.1 2.4209
C 0.114776 0.115768 4.568836 0.1 0.0 0.0 -1.7908
C 2.502503 0.352704 3.802284 -0.1 0.0 0.0 -1.5886
C 0.963599 -1.230278 2.691964 -0.1 0.1 0.0 -2.3557
C 0.655918 5.127908 3.227521 0.0 0.0 0.1 1.9056
C 2.129102 5.203835 3.664010 -0.1 0.0 0.0 -1.5149
C 0.352287 6.352176 2.362024 0.0 -0.1 0.1 -2.1210
C -0.249072 5.169472 4.467433 0.1 0.0 -0.1 -1.6627
C -2.208847 1.214635 -0.873094 -0.2 -0.3 0.6 -1.3473
C -2.915027 -0.110886 -0.992983 0.4 -0.6 -0.5 -0.5245
C -4.244436 -0.071617 -0.598475 -0.3 -0.1 0.1 -0.0603
C -5.014415 -1.212430 -0.479227 0.1 0.0 0.0 -0.6823
C -4.402978 -2.413397 -0.838502 -0.2 0.3 0.0 -0.3627
C -3.105381 -2.526428 -1.298528 0.6 0.3 -0.1 -0.0233
C -2.288678 -1.338917 -1.336303 -1.7 0.6 0.6 0.0330
O -1.031891 -1.385556 -1.697516 2.9 -0.1 -0.3 -0.2094
C -2.641126 -3.959800 -1.623890 0.0 0.0 0.0 2.4529
C -2.369611 -4.673568 -0.289622 0.0 0.0 -0.1 -1.5532
C -3.748103 -4.703261 -2.394238 0.0 0.0 0.1 -1.9683
C -1.385722 -4.057957 -2.490185 -0.1 0.0 0.0 -1.8826
C -6.440456 -1.216366 0.056084 -0.1 -0.1 0.0 1.9069
C -6.464754 -2.012742 1.371858 0.0 0.1 -0.1 -1.5860
C -7.379135 -1.875884 -0.966405 0.0 0.1 0.1 -1.5768
C -6.955175 0.196006 0.339304 0.1 -0.1 0.0 -2.1489
H 1.323027 1.358324 -5.390846 -0.1 0.0 0.0 0.3669
H 2.496146 0.925042 -4.124073 0.0 0.0 0.0 0.0769
H 1.308270 2.188679 -3.820024 0.0 0.0 0.0 0.3402
H 0.516570 -1.059574 -5.490700 0.0 0.0 0.0 0.3476
H 0.285703 -1.872480 -3.922460 -0.1 0.0 0.0 0.1051
H 1.894704 -1.282017 -4.394797 0.0 0.0 0.0 0.2420
H -1.450983 -0.297596 -3.726403 0.0 0.0 0.0 0.2433
H -1.039170 0.865898 -4.999328 0.1 -0.1 0.0 0.5247
H -2.325263 1.902564 -3.213372 0.0 0.1 0.1 0.3392
H -0.733413 2.637519 -3.365538 0.0 0.0 0.1 0.5980
H -0.877902 3.550348 -1.218251 0.0 -0.1 -0.1 0.4573
H 0.661109 2.741552 -1.555200 -0.1 0.1 -0.1 0.6574
H -0.222550 4.675437 0.608473 0.1 0.0 0.0 0.6719
H 0.972696 2.640345 4.150916 0.1 0.0 0.0 0.3803
H 0.154834 1.039098 5.146885 0.0 -0.1 0.0 0.2363
H 0.399528 -0.707651 5.226845 0.0 0.0 0.0 0.4953
H -0.916674 -0.042588 4.249338 0.0 0.0 0.0 0.4182
H 2.615474 1.246815 4.416476 0.0 0.0 0.0 0.2789
H 3.158426 0.450486 2.932977 0.0 0.0 0.0 0.1005
H 2.831962 -0.504097 4.395989 0.0 0.0 0.0 0.5111
H -0.029387 -1.434377 2.297628 0.0 0.0 -0.1 0.3890
H 1.183574 -1.983700 3.455117 0.0 0.1 0.0 0.6628
H 1.685921 -1.337501 1.886702 0.1 0.0 -0.2 0.2167
H 2.787128 5.167094 2.792705 0.0 0.0 0.0 0.2525
H 2.398145 4.382214 4.328393 0.0 0.0 0.0 0.3128
H 2.316171 6.140443 4.192482 0.0 0.0 0.0 0.4777
H 0.975818 6.368520 1.466163 0.0 0.0 0.0 0.4085
H 0.558580 7.261701 2.927070 0.0 0.0 0.0 0.4253
H -0.697837 6.375249 2.065084 0.0 0.0 0.0 0.3915
H -0.052701 4.334406 5.140195 0.0 0.0 0.0 0.2808
H -1.299470 5.130324 4.174729 0.0 0.0 0.0 0.3799
H -0.078829 6.095785 5.018909 0.0 0.0 0.0 0.4777
H -2.937892 2.000067 -1.116550 0.1 0.0 0.0 0.4871
H -1.965351 1.340102 0.183750 0.1 0.1 -0.1 0.4734
H -4.671252 0.890978 -0.341463 0.0 0.0 0.0 0.6450
H -4.986012 -3.319727 -0.748591 0.0 0.0 0.0 0.3204
H -3.259830 -4.675568 0.340222 0.0 0.0 0.0 0.2790
H -1.570481 -4.165512 0.256274 0.0 0.0 0.0 0.1863
H -2.070654 -5.710482 -0.464263 0.0 0.0 0.0 0.4496
H -4.612096 -4.935648 -1.772691 0.0 0.0 -0.1 0.4191
H -3.357748 -5.649696 -2.772608 0.0 0.0 0.0 0.4485
H -4.083697 -4.107827 -3.244770 0.0 0.0 0.0 0.4018
H -0.544829 -3.600022 -1.993111 0.3 0.1 0.0 0.1343
H -1.540927 -3.566912 -3.453900 0.1 0.0 0.0 0.3577
H -1.160516 -5.112423 -2.675672 0.0 0.1 0.0 0.5934
H -6.171459 -3.051737 1.217655 0.0 0.0 0.0 0.3107
H -7.470052 -2.002895 1.797988 0.0 0.0 0.0 0.4615
H -5.778857 -1.569487 2.096078 0.0 0.0 0.0 0.3505
H -7.091305 -2.905827 -1.176753 0.0 0.0 0.0 0.2919
H -7.364664 -1.320752 -1.906022 0.0 0.0 0.0 0.3624
H -8.401503 -1.882870 -0.583943 0.0 0.0 0.0 0.4653
H -6.355944 0.690554 1.106026 0.0 0.0 0.0 0.3909
H -7.981944 0.142663 0.702811 0.0 0.0 0.0 0.4476
H -6.949572 0.806722 -0.565653 0.0 0.0 0.0 0.3739
C 5.313550 -2.067584 1.902507 0.0 0.0 0.2 -0.9242
O 5.195147 -1.703455 0.532290 0.0 0.0 -0.1 -0.3060
C 4.425478 -2.475535 -0.262324 0.1 0.1 -0.1 1.1842
C 3.611822 -3.499385 0.207567 -0.1 -0.1 0.1 -0.4434
C 2.897607 -4.298749 -0.670200 0.0 0.0 0.0 -0.8225
C 2.994761 -4.095534 -2.037757 0.0 0.0 0.0 -0.9577
C 3.782122 -3.064241 -2.514900 0.2 -0.1 0.0 -0.4232
C 4.497617 -2.250017 -1.649211 -0.6 -0.2 0.1 0.1364
N 5.397018 -1.316572 -2.207429 0.2 0.6 0.2 0.0562
C 5.745185 -0.124735 -1.743767 -0.3 -0.3 -0.1 -1.1025
C 5.015451 0.746339 -0.919134 -0.6 0.0 -0.1 0.7943
C 5.777001 1.672031 -0.158845 0.2 0.1 0.0 -0.8181
C 5.202312 2.599456 0.656421 0.2 0.0 0.1 -1.3696
C 3.800745 2.662399 0.730373 0.0 -0.1 -0.1 0.2275
C 3.026482 1.828001 -0.028290 0.0 -0.1 -0.1 0.5475
C 3.569232 0.847479 -0.891194 0.6 0.6 0.4 0.0443
O 2.795080 0.197673 -1.693093 -0.9 -1.0 0.0 -0.5111
H 5.973723 -1.329285 2.348629 0.0 0.0 0.0 0.2675
H 5.752704 -3.062056 2.008480 0.0 0.0 0.0 0.4070
H 4.347800 -2.033986 2.410293 0.0 0.0 0.0 0.2520
H 3.554905 -3.703488 1.266655 0.0 0.1 0.0 0.4413
H 2.285300 -5.101102 -0.279995 0.0 0.0 0.0 0.4524
H 2.517071 -4.767926 -2.731790 -0.2 0.0 0.0 0.4444
H 3.909707 -2.925003 -3.581919 -0.1 0.1 0.0 0.3887
H 5.903627 -1.656731 -3.012031 0.3 -0.1 0.2 0.3578
H 6.727231 0.203749 -2.068545 0.0 0.0 -0.1 0.5274
H 6.857387 1.594252 -0.209313 0.0 0.1 0.0 0.4863
H 5.813573 3.280184 1.231981 0.0 0.0 0.0 0.4635
H 3.325696 3.382822 1.384886 -0.1 0.0 0.0 0.4492
H 1.950453 1.903262 0.008479 0.5 0.1 -0.1 -0.5711
```
Forces are in eV/Å.

Total charge: +1
Energy in Ha: -2429.07817
Multiplicity: 2
LUMO (alpha / beta) in eV: -4.0 / -3.8
HOMO-LUMO gap (alpha / beta) in eV: 5.45 / 5.60